No. 1
Entry from the OMol25 dataset: C35H77N3O7 as an isolated structure (ωB97M-V/def2-TZVPD).

## Properties
E_tot = -2069.60017 Ha
Strongest force on any atom = 8.737 eV/Å

```
! RIJCOSX wB97M-V def2-TZVPD def2/J DEFGRID3
* xyz 0 1
C 6.519 -2.375 2.874
O 5.569 -2.396 1.810
C 4.930 -3.661 1.597
C 4.152 -3.734 0.292
O 2.864 -3.420 0.470
C 2.482 -2.091 0.780
H 6.873 -1.350 2.981
H 7.362 -3.053 2.743
H 6.009 -2.508 3.828
H 4.243 -3.943 2.396
H 5.644 -4.464 1.774
H 4.209 -4.770 -0.041
H 4.571 -2.992 -0.387
H 1.566 -2.333 1.320
H 2.178 -1.507 -0.089
H 3.200 -1.599 1.437
C 1.740 2.499 -2.631
O 1.962 3.483 -1.647
C 3.272 3.526 -1.245
C 3.843 2.145 -0.703
O 2.960 1.619 0.303
C 3.665 0.621 1.139
H 1.246 1.574 -2.334
H 2.623 2.284 -3.234
H 0.999 3.004 -3.251
H 3.209 4.202 -0.392
H 3.844 4.046 -2.014
H 4.881 2.191 -0.376
H 3.769 1.401 -1.496
H 4.618 0.868 1.606
H 3.769 -0.363 0.683
H 3.094 0.525 2.062
C -1.476 3.313 -3.827
C -0.905 2.542 -4.950
C 0.331 1.823 -4.353
C 0.897 0.630 -5.033
C -0.279 -0.295 -5.310
C -1.507 0.272 -6.121
N -1.911 1.557 -5.491
O -3.097 2.219 -6.012
C -1.202 0.333 -7.663
C -2.618 -0.747 -5.916
C -0.496 3.515 -6.152
H -1.926 2.697 -3.048
H -2.149 4.072 -4.225
H -0.819 4.045 -3.359
H 1.208 2.448 -4.524
H 0.284 1.801 -3.264
H 1.589 0.128 -4.358
H 1.396 0.775 -5.991
H -0.623 -0.732 -4.373
H 0.131 -1.091 -5.932
H -0.469 1.093 -7.934
H -1.002 -0.646 -8.098
H -2.011 0.784 -8.237
H -3.106 -0.865 -4.949
H -3.533 -0.530 -6.468
H -2.317 -1.699 -6.352
H 0.382 4.151 -6.040
H -1.288 4.074 -6.650
H -0.181 2.807 -6.919
H -2.726 2.657 -6.782
C -3.695 -1.583 7.130
C -4.182 -0.700 5.965
C -4.341 0.799 6.452
C -3.012 1.434 6.810
C -2.071 1.373 5.529
C -1.910 -0.048 4.916
N -3.239 -0.697 4.794
O -3.200 -1.843 4.083
C -1.346 0.108 3.446
C -0.916 -0.943 5.697
C -5.560 -1.047 5.426
H -2.873 -1.104 7.662
H -3.326 -2.572 6.857
H -4.542 -1.707 7.806
H -4.792 1.265 5.576
H -5.076 0.835 7.257
H -2.503 1.120 7.721
H -3.325 2.468 6.957
H -1.145 1.927 5.687
H -2.641 1.949 4.800
H -0.466 0.743 3.344
H -1.068 -0.905 3.156
H -2.181 0.411 2.814
H -0.983 -2.029 5.634
H 0.113 -0.699 5.431
H -1.000 -0.863 6.780
H -6.419 -0.606 5.933
H -5.511 -2.135 5.382
H -5.639 -0.644 4.416
H -3.845 -1.730 3.381
C -1.401 0.402 0.926
C -0.529 -0.910 0.994
C -1.295 -1.984 0.115
C -1.452 -1.696 -1.429
C -0.074 -1.540 -2.098
C 0.740 -0.474 -1.262
N 0.713 -0.689 0.227
O 1.571 0.073 0.965
C 2.238 -0.685 -1.716
C 0.307 0.952 -1.692
C -0.328 -1.497 2.391
H -2.121 0.661 0.149
H -0.702 1.233 1.013
H -2.051 0.595 1.779
H -1.033 -3.000 0.410
H -2.333 -1.814 0.400
H -2.031 -0.784 -1.575
H -2.052 -2.432 -1.963
H -0.275 -1.141 -3.092
H 0.400 -2.514 -2.218
H 2.603 -1.711 -1.677
H 2.414 -0.320 -2.728
H 3.026 -0.113 -1.225
H 0.621 1.023 -2.733
H -0.777 1.060 -1.638
H 0.783 1.774 -1.158
H -1.128 -2.027 2.909
H 0.040 -0.780 3.125
H 0.424 -2.286 2.405
H 1.950 -0.508 1.628
*
```

---

No. 2
Entry from the OMol25 dataset: the molecule C7H12 (ωB97M-V/def2-TZVPD).

## Properties
E_tot = -273.87578 Ha
Strongest force on any atom = 0.253 eV/Å
SMILES = C=C1CC(C)(C)C1
Relative energy (zero: lowest compared OMol25 entry of this formula, charge and spin) = 0.8919 eV

```
! RIJCOSX wB97M-V def2-TZVPD def2/J DEFGRID3
* xyz 0 1
C -2.105 1.834 -0.238
C -1.099 1.029 0.074
C -1.000 -0.442 0.424
C 0.520 -0.380 0.075
C 1.465 -0.975 1.110
C 0.805 -0.935 -1.317
C 0.409 1.176 0.069
H -3.137 1.490 -0.224
H -1.943 2.870 -0.526
H -1.616 -1.136 -0.158
H -1.173 -0.634 1.490
H 1.372 -2.067 1.150
H 1.255 -0.586 2.113
H 2.509 -0.740 0.872
H 0.679 -2.024 -1.340
H 0.128 -0.502 -2.063
H 1.833 -0.711 -1.627
H 0.794 1.624 0.993
H 0.856 1.702 -0.782
*
```

---

No. 3
Entry from the OMol25 dataset: C42H49InN2PS2 as an isolated structure (ωB97M-V/def2-TZVPD).

## Properties
E_tot = -3067.09058 Ha
Strongest force on any atom = 0.124 eV/Å
Relative energy (zero: lowest compared OMol25 entry of this formula, charge and spin) = 0.7223 eV

```
! RIJCOSX wB97M-V def2-TZVPD def2/J DEFGRID3
* xyz 1 1
In 0.490 -0.607 0.209
C -1.660 -1.372 2.832
C -2.580 -0.636 1.982
C -2.360 -1.036 0.674
C -1.177 -1.939 0.697
C -0.859 -2.197 2.108
C 0.102 -3.259 2.621
C 0.513 -4.216 1.499
C 1.368 -2.630 3.214
C -0.606 -4.065 3.718
C -3.216 -0.941 -0.602
C -2.723 -1.934 -1.668
C -4.662 -1.362 -0.295
C -3.197 0.441 -1.272
C -3.616 0.277 2.649
C -4.759 -0.593 3.197
C -4.179 1.387 1.757
C -2.987 1.021 3.841
H -1.657 -1.320 3.912
H -1.112 -2.760 -0.006
H 1.032 -3.703 0.683
H -0.351 -4.737 1.083
H 1.198 -4.970 1.891
H 1.938 -2.107 2.439
H 2.018 -3.402 3.632
H 1.128 -1.916 4.002
H -1.519 -4.522 3.334
H -0.875 -3.430 4.564
H 0.049 -4.857 4.085
H -2.832 -2.967 -1.333
H -1.683 -1.766 -1.950
H -3.328 -1.819 -2.569
H -4.674 -2.352 0.164
H -5.234 -1.413 -1.224
H -5.178 -0.680 0.373
H -2.220 0.616 -1.731
H -3.423 1.258 -0.591
H -3.925 0.472 -2.086
H -5.276 -1.131 2.404
H -5.487 0.028 3.723
H -4.372 -1.332 3.901
H -4.760 1.024 0.916
H -3.375 2.024 1.380
H -4.841 2.018 2.353
H -2.595 0.349 4.604
H -3.750 1.638 4.319
H -2.187 1.688 3.511
S 2.615 -1.297 -0.860
C 1.795 -1.146 -2.380
N 0.600 -0.627 -2.486
C 0.202 -0.576 -3.826
C -0.994 -0.051 -4.315
C -1.223 -0.064 -5.677
C -0.280 -0.590 -6.563
C 0.912 -1.109 -6.098
C 1.140 -1.094 -4.727
S 2.532 -1.660 -3.856
H -1.731 0.355 -3.639
H -2.149 0.341 -6.064
H -0.484 -0.590 -7.625
H 1.646 -1.514 -6.780
N -0.092 1.541 -0.411
C 0.239 2.699 0.406
C -0.316 3.930 0.080
C -0.032 5.044 0.852
C 0.807 4.933 1.954
C 1.355 3.706 2.279
C 1.080 2.574 1.509
P 1.789 0.963 1.947
C 1.816 0.954 3.754
C 2.971 1.210 4.489
C 2.910 1.235 5.876
C 1.705 1.017 6.527
C 0.551 0.769 5.793
C 0.610 0.731 4.411
C 3.513 1.016 1.408
C 3.990 2.022 0.575
C 5.289 1.962 0.090
C 6.113 0.901 0.434
C 5.642 -0.103 1.270
C 4.345 -0.051 1.752
H 0.318 1.605 -1.343
H -1.102 1.509 -0.544
H -0.972 4.012 -0.778
H -0.468 6.000 0.594
H 1.027 5.801 2.561
H 1.999 3.614 3.145
H 3.913 1.390 3.989
H 3.808 1.430 6.447
H 1.664 1.039 7.608
H -0.391 0.600 6.299
H -0.280 0.515 3.836
H 3.354 2.854 0.299
H 5.656 2.747 -0.558
H 7.124 0.856 0.053
H 6.283 -0.931 1.542
H 3.984 -0.842 2.401
*
```

---

No. 4
Entry from the OMol25 dataset: the molecule C4H3NO (ωB97M-V/def2-TZVPD).

## Properties
E_tot = -284.07321 Ha
Strongest force on any atom = 1.550 eV/Å
SMILES = C#C[C@H](O)C#N
Relative energy (zero: lowest compared OMol25 entry of this formula, charge and spin) = 2.7182 eV

```
! RIJCOSX wB97M-V def2-TZVPD def2/J DEFGRID3
* xyz 0 1
C 1.905 -0.241 -0.448
C 1.011 -0.004 0.327
C -0.422 0.155 -0.081
O -0.888 1.457 0.070
C -1.224 -0.888 0.585
N -1.796 -1.756 1.093
H 2.469 -0.422 -1.328
H -0.458 -0.056 -1.158
H -0.597 1.757 0.940
*
```

---

No. 5
Entry from the OMol25 dataset: a 2-piece molecular cluster, C3H8O4 overall (ωB97M-V/def2-TZVPD).

## Properties
E_tot = -420.02929 Ha
Strongest force on any atom = 3.301 eV/Å
SMILES = O=COCCO.O
Relative energy (zero: lowest compared OMol25 entry of this formula, charge and spin) = 1.6903 eV

```
! RIJCOSX wB97M-V def2-TZVPD def2/J DEFGRID3
* xyz 0 1
O -0.548 2.617 2.057
C -0.193 1.782 1.236
O 0.804 0.858 1.473
C 1.438 0.077 0.485
C 0.684 -1.291 0.217
O -0.471 -1.185 -0.532
H -0.601 1.600 0.222
H 2.460 -0.190 0.817
H 1.526 0.596 -0.489
H 0.415 -1.616 1.240
H 1.293 -2.094 -0.241
H -0.473 -2.080 -0.931
O -1.936 0.312 -2.211
H -1.653 -0.181 -1.408
H -2.745 0.797 -1.933
*
```

---

No. 6
Entry from the OMol25 dataset: the molecule C6H10N2 (ωB97M-V/def2-TZVPD).

## Properties
E_tot = -344.09093 Ha
Strongest force on any atom = 2.291 eV/Å
SMILES = C[C@@H]1N=CC=N[C@H]1C
Relative energy (zero: lowest compared OMol25 entry of this formula, charge and spin) = 1.2459 eV

```
! RIJCOSX wB97M-V def2-TZVPD def2/J DEFGRID3
* xyz 0 1
C -1.930 -0.052 -0.868
C -0.520 -0.543 -0.557
N -0.627 -1.318 0.810
C -0.285 -0.731 1.858
C 0.307 0.691 1.870
N 0.634 1.299 0.830
C 0.512 0.551 -0.550
C 1.921 0.072 -0.883
H -2.648 -0.854 -0.713
H -1.993 0.285 -1.902
H -2.192 0.776 -0.208
H -0.246 -1.352 -1.240
H -0.364 -1.227 2.818
H 0.396 1.167 2.839
H 0.230 1.373 -1.215
H 2.195 -0.768 -0.245
H 2.637 0.874 -0.719
H 1.974 -0.243 -1.925
*
```

---

No. 7
Entry from the OMol25 dataset: CNa9O3 as an isolated structure (ωB97M-V/def2-TZVPD).

## Properties
E_tot = -1721.48126 Ha
Strongest force on any atom = 6.903 eV/Å
Relative energy (zero: lowest compared OMol25 entry of this formula, charge and spin) = 0.0000 eV

```
! RIJCOSX wB97M-V def2-TZVPD def2/J DEFGRID3
* xyz 7 1
Na -2.923 -0.653 -3.998
Na 5.051 1.325 0.965
Na -3.861 1.847 3.672
Na -3.331 -2.967 0.644
Na -0.017 5.065 0.391
Na 0.943 -4.079 -3.691
Na 2.353 -4.272 0.834
Na 1.393 1.039 4.511
Na 2.032 1.365 -3.362
C -0.398 0.316 0.037
O 0.582 0.949 0.385
O -0.305 -0.662 -0.721
O -1.519 0.726 0.334
*
```